Record 1
The following is a quantum chemistry calculation of a 2-piece molecular cluster, C3H5O2 overall at a distorted geometry, from the OMol25 dataset.

Element x y z (Å)
O -0.2893 -1.6813 1.0579
O -0.5176 -2.7979 1.6148
C -0.2847 0.1415 -1.2745
C 0.1526 0.0885 0.0891
C 0.6025 0.9501 0.9281
H -0.5183 -0.8387 -1.7180
H -1.1836 0.7382 -1.3865
H 0.4525 0.6060 -1.9286
H 0.9667 0.7337 1.9525
H 0.6192 2.0599 0.6651

The calculation puts the HOMO-LUMO gap (alpha / beta) at 8.86 / 8.60 eV. The value obtained for the largest force on an atom is 5.7 eV/A. The calculation puts the energy relative to the best compared isomer or geometry (same formula, charge and spin) at 0.575 eV. As for the spin multiplicity: 4.



Record 2
The following is a quantum chemistry calculation of a 3-piece molecular cluster, C2H9O3 overall, from the OMol25 dataset.

Element x y z (Å)
C 0.5830 0.8524 -0.2497
O -0.1040 -0.2384 -0.7096
C 1.6961 0.4606 0.7659
H -0.0579 1.6285 0.2505
H 1.1009 1.4149 -1.0725
H 2.4744 -0.0494 0.2044
H 1.2576 -0.2306 1.4801
H 2.1272 1.3364 1.2670
H -2.8483 0.4336 -0.9732
H -1.3546 0.1306 -1.3084
O -2.2980 0.3338 -1.7673
H -0.8177 -2.8045 0.6619
H -0.7040 -1.3032 0.3835
O -1.0545 -1.9646 1.0673

The calculation puts the HOMO-LUMO gap at 8.46 eV. As for the net charge: -1. The value obtained for the largest force on an atom is 0.9 eV/A. The calculation puts the energy relative to the best compared isomer or geometry (same formula, charge and spin) at 0.000 eV.